P:
Here is a structure of composition C23H38N4OPS4Y from the Open Molecules 2025 dataset. Energies are from ωB97M-V/def2-TZVPD.

Last column: Löwdin charge in e.
CARTESIAN COORDINATES (ANGSTROEM)
Y: -1.55226 -1.65684 -0.45016  1.049
S: -5.32826 -3.26474 1.91334  0.522
C: -3.97586 -2.84054 1.09284  -1.806
S: -2.59186 -2.17394 1.90764  0.392
S: -3.86206 -3.00144 -0.63906  0.386
C: -4.75476 1.71226 -1.85306  -0.199
S: -4.33706 -0.02154 -1.40096  0.928
O: -2.83066 0.05046 -1.32176  -0.687
C: -4.85696 0.16366 0.31454  -0.433
C: -3.98576 0.74196 1.22404  -0.130
C: -4.39046 0.89186 2.53934  -0.078
C: -5.64386 0.45106 2.93264  -0.067
C: -6.49986 -0.14024 2.01824  -0.102
C: -6.10926 -0.28334 0.69674  -0.115
H: -4.35476 2.37586 -1.09436  0.056
H: -5.83106 1.80906 -1.91046  0.057
H: -4.30536 1.92536 -2.81466  0.050
H: -2.99576 1.05786 0.89874  0.101
H: -3.71936 1.34576 3.25244  0.110
H: -5.94476 0.56016 3.96264  0.109
H: -7.46006 -0.51194 2.33834  0.111
H: -6.75166 -0.76564 -0.02576  0.119
N: 0.33034 -1.78634 -1.30956  -0.382
P: 1.33264 -0.81234 -0.63936  0.544
N: 1.70184 -0.97264 1.02344  -0.218
C: 0.75824 -0.45084 1.99234  -0.242
C: 1.37104 -0.52954 3.39154  -0.170
C: 1.70654 -1.98034 3.72484  -0.199
C: 2.62744 -2.54654 2.64844  -0.178
C: 1.98204 -2.37684 1.27944  -0.239
N: 2.84344 -0.96394 -1.33296  -0.218
C: 4.12004 -0.57104 -0.79156  -0.216
C: 4.85244 0.38056 -1.73986  -0.184
C: 4.97704 -0.25094 -3.12396  -0.207
C: 3.59614 -0.66584 -3.62966  -0.182
C: 2.94524 -1.60844 -2.62016  -0.225
N: 0.87364 0.83756 -0.67366  -0.218
C: 0.25864 1.26176 -1.91966  -0.237
C: -0.62776 2.47786 -1.66046  -0.186
C: 0.20004 3.61006 -1.05526  -0.199
C: 0.92014 3.10186 0.19254  -0.177
C: 1.75594 1.87146 -0.16446  -0.222
H: -0.19126 -1.03824 1.98994  0.041
H: 0.50734 0.58196 1.73444  0.095
H: 0.66784 -0.12814 4.12314  0.114
H: 2.28164 0.07256 3.41274  0.115
H: 0.78324 -2.56364 3.75134  0.115
H: 2.17934 -2.04934 4.70664  0.110
H: 2.81754 -3.60394 2.83204  0.112
H: 3.58224 -2.01744 2.66664  0.113
H: 1.04744 -2.97214 1.23254  0.114
H: 2.64344 -2.73114 0.48444  0.111
H: 4.73534 -1.47254 -0.65636  0.124
H: 3.97604 -0.10534 0.18354  0.103
H: 5.83754 0.60716 -1.33016  0.110
H: 4.29974 1.31806 -1.81956  0.094
H: 5.61884 -1.13274 -3.06216  0.111
H: 5.44154 0.45116 -3.81976  0.107
H: 3.67084 -1.15484 -4.60256  0.110
H: 2.96784 0.22076 -3.74176  0.102
H: 3.54634 -2.52354 -2.53156  0.124
H: 1.93544 -1.88874 -2.92386  0.087
H: -0.33486 0.42296 -2.31006  0.085
H: 1.02384 1.51906 -2.67006  0.120
H: -1.41956 2.17706 -0.97036  0.089
H: -1.08576 2.79466 -2.59796  0.114
H: -0.44056 4.46016 -0.81216  0.109
H: 0.93814 3.95006 -1.78626  0.113
H: 0.17994 2.82576 0.94714  0.107
H: 1.55914 3.87996 0.61494  0.113
H: 2.29084 1.48976 0.70614  0.106
H: 2.49684 2.15996 -0.92416  0.111

Kohn-Sham gap ... 7.44 eV
E_LUMO ... 0.283 eV

---

Q:
Here is a structure of composition C23H38N4OPS4Y from the Open Molecules 2025 dataset. Energies are from ωB97M-V/def2-TZVPD.

Last column: Löwdin charge in e.
CARTESIAN COORDINATES (ANGSTROEM)
Y: 2.68849 0.71433 0.37327  0.898
S: 6.19247 -0.63018 3.17805  0.471
C: 4.94097 -0.21475 2.20678  -1.844
S: 4.85010 -0.74575 0.53423  0.325
S: 3.61279 0.76674 2.80117  0.365
C: 3.26341 5.33193 0.00991  -0.208
S: 2.25751 4.00351 -0.69763  0.990
O: 3.16012 2.79217 -0.62241  -0.634
C: 1.09589 3.84469 0.66569  -0.427
C: 1.53609 3.42209 1.91291  -0.143
C: 0.60918 3.24861 2.92762  -0.052
C: -0.73259 3.52024 2.69729  -0.064
C: -1.15684 3.95905 1.45141  -0.078
C: -0.24126 4.10796 0.42109  -0.094
H: 3.50385 5.09675 1.04327  0.060
H: 2.69923 6.26055 -0.06241  0.065
H: 4.17377 5.39248 -0.58452  0.061
H: 2.58811 3.24762 2.11305  0.062
H: 0.94319 2.91110 3.89989  0.117
H: -1.45245 3.38836 3.49483  0.111
H: -2.20369 4.17112 1.27721  0.106
H: -0.56165 4.41823 -0.56645  0.110
N: 0.68215 0.77713 0.12523  -0.327
P: -0.17066 -0.37371 -0.44780  0.567
N: -1.84919 -0.07656 -0.42696  -0.219
C: -2.26255 1.01168 -1.33203  -0.211
C: -3.64004 1.55522 -0.93382  -0.182
C: -4.49168 0.44609 -0.32271  -0.192
C: -3.84995 -0.04386 0.98611  -0.167
C: -2.33269 0.15863 0.94177  -0.220
N: -0.07658 -1.84487 0.37100  -0.200
C: 1.01743 -2.07593 1.32400  -0.228
C: 1.11936 -3.55271 1.67257  -0.171
C: -0.15743 -4.03899 2.37118  -0.183
C: -1.40535 -3.34491 1.79215  -0.174
C: -1.13567 -2.85279 0.37303  -0.220
N: 0.05143 -0.67536 -2.09209  -0.208
C: 1.33978 -0.45524 -2.72630  -0.215
C: 2.09350 -1.76134 -2.97654  -0.179
C: 1.23130 -2.68947 -3.82922  -0.200
C: -0.11374 -2.91936 -3.14132  -0.179
C: -0.79981 -1.58433 -2.84730  -0.213
H: -2.30703 0.60955 -2.34602  0.101
H: -1.52547 1.82681 -1.32718  0.099
H: -4.12851 1.97721 -1.81322  0.110
H: -3.52902 2.36328 -0.20556  0.097
H: -4.55491 -0.38073 -1.03376  0.110
H: -5.50726 0.80137 -0.14272  0.106
H: -4.07810 -1.10185 1.13342  0.102
H: -4.25634 0.50032 1.84238  0.109
H: -1.83201 -0.53230 1.61974  0.092
H: -2.06077 1.16705 1.27322  0.099
H: 0.88117 -1.49230 2.24464  0.118
H: 1.97246 -1.76568 0.88222  0.046
H: 1.98941 -3.70068 2.31224  0.120
H: 1.29052 -4.11994 0.75482  0.114
H: -0.09283 -3.84041 3.44222  0.108
H: -0.23744 -5.12104 2.25343  0.106
H: -1.68158 -2.49124 2.41530  0.099
H: -2.25866 -4.02530 1.77704  0.111
H: -2.03150 -2.41167 -0.06103  0.099
H: -0.85967 -3.71793 -0.24351  0.107
H: 1.93760 0.20624 -2.09408  0.062
H: 1.18682 0.06600 -3.68026  0.128
H: 2.31026 -2.24044 -2.01577  0.112
H: 3.04572 -1.55126 -3.46889  0.115
H: 1.74097 -3.63876 -4.00120  0.110
H: 1.06507 -2.22616 -4.80792  0.113
H: 0.05376 -3.45392 -2.20335  0.094
H: -0.76986 -3.53091 -3.76517  0.113
H: -1.72563 -1.73702 -2.29314  0.100
H: -1.05352 -1.10444 -3.80313  0.122

Kohn-Sham gap ... 6.86 eV
E_LUMO ... 0.013 eV

---

Which structure is the least stable? The one labeled Q.

---

P:
Here is the molecule C4H3NOS2 from the Open Molecules 2025 dataset. Energies are from ωB97M-V/def2-TZVPD.

Last column: Löwdin charge in e.
CARTESIAN COORDINATES (ANGSTROEM)
S: 3.14205 -0.36740 0.01041  0.789
C: 1.60609 0.07994 -0.01158  -0.847
C: 0.98831 1.40115 -0.01557  -0.068
C: -0.35255 1.29820 0.01888  0.013
C: -0.58396 -0.16301 0.01710  -0.466
N: -1.65310 -0.84325 -0.01540  -0.278
S: -3.13972 -0.01197 -0.01781  0.744
O: 0.61218 -0.88683 -0.02626  -0.003
H: 1.52776 2.35367 0.03900  0.126
H: -1.07860 2.15353 0.02626  0.132
H: -3.75955 -1.13763 0.31793  -0.143

Kohn-Sham gap ... 7.49 eV
SMILES ... S=C1C=C/C(=N\S)O1
E_LUMO ... -1.354 eV

---

Q:
Here is the molecule C4H3NOS2 from the Open Molecules 2025 dataset. Energies are from ωB97M-V/def2-TZVPD.

Last column: Löwdin charge in e.
CARTESIAN COORDINATES (ANGSTROEM)
C: 0.00631 -1.49452 -1.73992  0.117
C: -0.17384 -0.68401 -0.83472  -0.195
C: -0.18876 0.17317 0.37219  -0.424
N: -1.11058 0.10988 1.26441  -0.286
S: -2.35453 -1.12300 1.32516  0.759
C: 0.97425 1.15125 0.35685  -0.752
O: 1.04876 1.85850 1.44355  0.066
S: 1.92307 1.24826 -1.06274  0.695
H: 0.23128 -2.07803 -2.65012  0.062
H: -2.20050 -1.53744 0.04181  -0.152
H: 1.84454 2.37595 1.48352  0.110

Kohn-Sham gap ... 7.87 eV
SMILES ... C#C/C(=N\S)C(O)=S
E_LUMO ... -1.076 eV

---

Which structure is the least stable? The one labeled Q.